C32H47N10PPtS | ωB97M-V/def2-TZVPD

Each line ends with the Mulliken charge.
Positions of all 92 atoms, in Å:
Pt  -0.59438  -1.38466  0.02527  0.539
S  1.65014  -1.37056  0.37682  -0.641
P  -0.39243  1.61437  -1.24166  -1.347
N  3.90807  -2.88633  1.47045  0.322
N  2.74021  -3.32675  1.92181  -0.467
N  -0.59793  0.09862  -1.29539  -0.251
N  -2.60773  -1.54044  -0.42446  -0.235
N  1.11458  2.07323  -1.81337  1.358
N  -0.53760  -2.88277  1.41590  1.091
N  0.50640  -3.27531  1.98553  -0.902
N  -0.60176  2.38700  0.24880  0.968
N  -4.76268  -1.28220  -0.48599  0.233
N  -1.44639  2.53304  -2.19843  -0.101
C  2.93910  3.66082  -1.39953  -0.573
C  -1.93566  -3.03998  3.39927  -0.336
C  -0.31276  3.77361  2.85966  -0.666
C  -3.86201  -4.42651  1.95005  -0.694
C  -1.22493  2.53779  -3.64502  -0.660
C  0.19844  1.82718  1.34765  0.107
C  1.52545  3.46077  -1.93934  -0.830
C  -3.12038  -3.42684  4.00852  -0.644
C  -3.62464  -0.94863  0.16156  0.390
C  -1.82672  1.32433  -4.34718  -0.568
C  5.11848  -4.54821  2.76594  -0.335
C  -1.73594  -3.34142  2.06091  0.152
C  1.97399  1.07767  -2.47139  0.036
C  -2.68730  -4.03301  1.32898  -0.094
C  5.09471  -3.52064  1.82682  0.610
C  3.90266  2.58607  -1.94934  -0.738
C  -3.32267  1.24618  -4.05994  -1.327
C  7.51208  -4.72674  2.49673  -0.558
C  3.22705  1.74292  -3.02728  -1.042
C  7.47906  -3.69857  1.56393  -0.491
C  -4.44571  -2.11601  -1.53422  -0.766
C  -4.08355  -4.11706  3.28662  -0.533
C  6.28005  -3.09493  1.22748  -0.533
C  -2.87258  2.41743  -1.88733  -0.995
C  -3.09884  -2.26436  -1.48703  -0.423
C  1.68746  -2.73482  1.46944  0.075
C  -1.03417  3.76898  0.44979  -0.696
C  -3.55347  -0.06376  1.34979  -1.120
C  -1.49604  3.94429  1.89054  -0.834
C  -3.54538  1.22038  -2.55184  0.737
C  6.32830  -5.14086  3.09038  -0.502
C  0.79016  2.92452  2.21900  -0.965
H  -4.61432  1.23131  -2.31426  0.485
H  -4.35041  -0.29353  2.05786  0.558
H  8.44927  -5.20027  2.75615  0.370
H  -3.10188  0.31176  -2.14266  -0.490
H  -1.83456  4.00436  -0.24719  0.494
H  -3.28815  -3.18843  5.05068  0.386
H  -2.44310  -2.81668  -2.13617  0.484
H  -2.59021  -0.21352  1.83242  -0.077
H  -1.96232  4.92331  2.01550  0.478
H  -5.00345  -4.42294  3.76753  0.409
H  6.34280  -5.93995  3.82073  0.347
H  3.28311  4.66372  -1.66474  0.504
H  -3.36108  3.34305  -2.22481  0.251
H  -3.61991  0.98573  1.05684  0.130
H  -0.41188  1.15813  1.97032  -0.092
H  -4.60302  -4.98138  1.38932  0.412
H  -1.68447  3.45298  -4.04335  0.390
H  1.44135  3.55080  1.60344  0.041
H  -0.15531  2.60106  -3.83771  0.335
H  4.19561  -4.86947  3.22467  0.397
H  4.21811  1.92198  -1.14060  0.327
H  -3.76438  0.36498  -4.53125  0.454
H  -1.33491  0.42538  -3.96454  0.308
H  0.81878  4.08505  -1.39760  0.423
H  -2.99265  2.36276  -0.80325  0.178
H  -5.68075  -0.95790  -0.23980  0.181
H  3.92158  -2.19808  0.72613  0.141
H  -2.50145  -4.26495  0.29003  0.461
H  1.42401  2.47282  2.98397  0.500
H  2.98309  2.36435  -3.89350  0.341
H  -5.18780  -2.50398  -2.20754  0.479
H  0.08951  4.75027  3.13732  0.369
H  2.90849  3.61235  -0.30881  -0.100
H  -1.17083  -2.50199  3.94294  0.447
H  6.25625  -2.29217  0.49985  0.355
H  4.80867  3.04918  -2.34398  0.381
H  -0.23314  4.49638  0.25382  0.319
H  0.99649  1.20693  0.93806  0.216
H  3.90199  0.96339  -3.38555  0.466
H  -3.82245  2.12353  -4.48956  0.393
H  -0.65398  3.30286  3.78453  0.321
H  -2.26573  3.19453  2.09516  0.109
H  8.39314  -3.36274  1.09159  0.345
H  1.42750  0.54999  -3.25879  0.213
H  -1.63552  1.39094  -5.42131  0.467
H  1.47739  3.79598  -2.98502  0.470
H  2.27786  0.32027  -1.74587  -0.126

Forces on atoms 1 to 6 (eV/Å):
0.1 -0.3 -0.2
0.1 0.1 -0.1
0.0 0.1 0.1
-0.1 0.0 0.0
0.1 0.0 0.0
0.0 0.1 0.1

## Properties
Energy relative to the best compared isomer or geometry (same formula, charge and spin) in kJ/mol: 0.0
HOMO level (spin up / spin down) in eV: -6.760 / -6.761
Total energy in eV: -72220.144
Total charge: 0